108
Properties=species:S:1:pos:R:3 method="wB97M-V/def2-TZVPD" relative_energy_kcal_mol=0.0 orbital_gap_ha="0.2266 / 0.2273" homo_ha="-0.28440 / -0.28467" spin_multiplicity=3
V -0.38139 -1.07160 -1.93895
Se 1.36633 0.65909 4.99532
P -0.49469 0.95121 4.01005
C -1.84673 0.03362 4.88057
C -2.52284 0.53354 6.01067
C -3.39108 -0.32337 6.70326
C -3.53929 -1.68415 6.34141
C -2.83163 -2.12580 5.19504
C -2.00424 -1.29063 4.46423
C -1.09665 2.69972 3.86083
C -0.15591 3.68397 3.57736
C -0.54910 5.01920 3.56422
C -1.89264 5.37779 3.76884
C -2.83778 4.38522 4.03527
C -2.43854 3.03615 4.07530
C -0.19819 0.34551 2.26073
C -0.99764 0.35940 1.06526
N -0.19990 -0.16325 0.09571
N 1.03726 -0.37088 0.60194
N 1.04576 -0.02667 1.86123
P -2.58852 0.79868 0.55064
Se -2.79193 -0.03185 -1.48313
C -3.96098 0.16032 1.49760
C -4.96876 0.98906 2.02590
C -6.18991 0.37629 2.38918
C -6.41016 -0.98715 2.28491
C -5.32730 -1.79507 1.91051
C -4.12683 -1.25018 1.51158
C -2.53874 2.55270 0.12877
C -3.77799 3.12307 -0.14291
C -3.82842 4.46671 -0.48025
C -2.63162 5.18768 -0.71254
C -1.39092 4.56594 -0.52930
C -1.32080 3.25731 -0.03624
H -2.37785 1.53829 6.37100
H -3.93835 0.10545 7.52630
H -4.16307 -2.36551 6.89748
H -2.99529 -3.14118 4.80590
H -1.41212 -1.64782 3.62160
H 0.88273 3.39586 3.44398
H 0.19041 5.78004 3.26618
H -2.20252 6.40513 3.81166
H -3.88589 4.60058 4.13319
H -3.15608 2.24337 4.25689
H -4.83557 2.07085 2.03152
H -6.93194 1.02077 2.84923
H -7.39260 -1.42931 2.51842
H -5.43213 -2.87138 1.94105
H -3.30218 -1.87602 1.18369
H -4.65988 2.49641 -0.08428
H -4.80715 4.94647 -0.63165
H -2.68739 6.20390 -1.06600
H -0.44444 5.05199 -0.72620
H -0.37437 2.74706 0.11383
O -0.39172 -1.31901 -6.09553
C 0.15870 -1.41814 -5.00111
O -0.50815 -1.34536 -3.89282
C 1.65961 -1.64178 -4.92073
C 2.35367 -1.83506 -3.69353
C 3.73670 -1.82361 -3.59128
C 4.48389 -1.89720 -4.75198
C 3.77451 -1.77556 -5.93439
C 2.37102 -1.65180 -6.12634
N 4.56460 -1.89039 -7.04038
O 3.94520 -2.03793 -8.09485
O 5.82401 -1.97695 -6.96698
N 4.44424 -1.72721 -2.33497
O 5.66797 -1.43658 -2.28138
O 3.79383 -1.89061 -1.25556
H 1.80588 -1.96129 -2.76876
H 5.57439 -1.96614 -4.68022
H 1.86968 -1.52755 -7.09678
N 9.27705 2.87632 -0.55229
C 8.17221 2.78808 -0.87642
C 6.80659 2.62553 -1.29647
C 6.33233 2.96698 -2.59268
C 5.05029 2.65378 -2.97463
C 4.15698 2.08048 -2.03807
C 4.57320 1.79956 -0.73491
C 5.86121 2.17509 -0.36741
N 2.78490 1.77399 -2.42160
C 1.93203 2.43459 -3.32031
C 0.79962 1.68909 -3.47659
N 0.84451 0.60650 -2.56707
C 2.07331 0.67828 -2.04429
H 6.99253 3.45370 -3.28621
H 4.65128 2.86659 -3.95941
H 3.87069 1.46758 0.00554
H 6.15486 2.09893 0.67038
H 2.21000 3.36188 -3.85826
H -0.02979 1.85040 -4.14297
H 2.44831 -0.03635 -1.30459
O -1.05694 -2.79635 0.84676
C -0.56832 -3.46224 -0.06897
N -0.32790 -2.98557 -1.41731
S -0.26210 -4.34450 -2.50439
O -1.62387 -4.55422 -2.93563
O 0.79140 -4.39903 -3.47311
C 0.17484 -5.51751 -1.14260
C 0.63026 -6.80879 -1.14728
C 0.62350 -7.48756 0.08364
C 0.22796 -6.85402 1.27763
C -0.26837 -5.57500 1.22539
C -0.21139 -4.88991 0.02458
H 0.86837 -7.25155 -2.10512
H 0.97949 -8.51489 0.10677
H 0.28045 -7.39914 2.23679
H -0.64006 -4.96508 2.05192

---

78
Properties=species:S:1:pos:R:3 method="wB97M-V/def2-TZVPD" charge=-1 orbital_gap_ha=0.2033 homo_ha=-0.11525
Ce 0.65906 0.97059 0.15171
C -1.42590 -0.52437 3.95492
C -1.35854 0.17322 2.77931
N -0.26259 0.20261 2.00657
C 0.94207 -0.49907 2.34704
C 0.87781 -1.22498 3.56644
C -0.29610 -1.22518 4.34351
C 1.96059 -1.97023 4.05814
C 3.16294 -2.03964 3.37504
C 3.31506 -1.36173 2.17546
C 2.27636 -0.59631 1.62172
N 2.43058 0.05829 0.45843
C 3.17832 0.40730 -0.60201
C 4.50039 -0.04295 -0.74689
C 5.27749 0.31301 -1.83821
C 4.75072 1.13414 -2.82081
C 3.43739 1.62289 -2.74404
C 3.00645 2.44950 -3.79905
C 1.73035 2.98761 -3.82704
C 0.89796 2.68392 -2.78397
N 1.26430 1.90152 -1.75797
C 2.56901 1.31099 -1.66386
H -2.32670 -0.52582 4.55333
H -2.19685 0.74758 2.40287
H -0.33356 -1.78439 5.27489
H 1.87506 -2.51333 4.99534
H 3.98859 -2.62089 3.77120
H 4.26937 -1.44341 1.67641
H 4.95117 -0.68484 -0.00445
H 6.29488 -0.05480 -1.91521
H 5.38666 1.39381 -3.66262
H 3.67986 2.68119 -4.62033
H 1.40138 3.62230 -4.63847
H -0.11568 3.06322 -2.72825
O -3.11271 3.64981 -0.28947
C -4.10560 2.75474 0.02617
C -5.41340 3.24105 -0.01265
C -6.47786 2.39558 0.29425
C -6.23070 1.06793 0.63904
C -4.91725 0.58516 0.67762
C -3.82458 1.41647 0.37215
C -2.44057 0.80638 0.44426
O -1.54614 1.60563 0.11784
N -2.29597 -0.42476 0.81593
N -0.93130 -0.67893 0.78102
C -0.59319 -1.88543 1.07988
S 1.11495 -2.32673 1.06904
C 0.84158 -4.10632 1.18827
C -0.35024 -4.31590 2.09620
S -1.65959 -3.21785 1.51887
H -2.29080 3.08485 -0.20608
H -5.58878 4.27688 -0.28273
H -7.49516 2.77203 0.26429
H -7.05312 0.40137 0.87961
H -4.74004 -0.45282 0.94837
H 1.73299 -4.59641 1.59077
H 0.65769 -4.51355 0.18763
H -0.10622 -4.07496 3.13704
H -0.69062 -5.35515 2.06385
F 0.88219 4.06538 -0.86738
C -0.05433 3.38838 -0.11031
F -0.15208 3.97729 1.13557
H -1.04012 3.43023 -0.61745
C -0.02574 -1.05274 -3.76884
C -0.01689 -0.68736 -2.27774
C 0.66493 -1.80481 -1.47564
C -1.45700 -0.47774 -1.78848
O 0.70334 0.50224 -2.11639
H -0.58990 -1.99513 -3.94027
H 1.01304 -1.18981 -4.13940
H -0.50130 -0.24261 -4.36261
H 0.11826 -2.76477 -1.59824
H 0.68825 -1.55111 -0.39484
H 1.71130 -1.94615 -1.82230
H -2.05416 -1.40607 -1.91867
H -1.94448 0.34045 -2.36119
H -1.46767 -0.20288 -0.71265
H 1.27110 -1.10360 0.37653

---

81
Properties=species:S:1:pos:R:3 method="wB97M-V/def2-TZVPD" charge=-1 orbital_gap_ha=0.1673 homo_ha=-0.09820
C -1.83094 -7.21473 -0.10052
P -2.44715 -5.99831 -1.48385
P -0.75326 -4.92454 -2.39156
O -0.66406 -3.49300 -1.68145
O 0.78472 -5.71585 -2.18651
O -0.99829 -4.59514 -4.11514
H -2.10700 -6.70337 0.92849
H -0.65289 -7.20292 -0.24280
H -3.11877 -6.80505 -2.51217
H 0.91463 -6.07319 -1.25645
H -0.64076 -3.65211 -4.26887
C 1.25839 1.53310 -0.43094
C 0.61772 0.58722 -1.41123
O 0.11157 0.99578 -2.45506
C 0.62044 -0.87762 -1.06496
H 1.18234 2.55705 -0.81190
H 0.74125 1.47830 0.53041
H 2.31529 1.28266 -0.30948
H 0.07485 -1.03989 -0.13192
H 1.64886 -1.23559 -0.97173
H 0.12459 -1.44011 -1.86326
C 2.76950 3.62548 -6.54889
C 2.53725 2.63815 -5.43652
O 3.47429 2.17297 -4.78978
C 1.11437 2.24223 -5.14613
H 3.84333 3.81779 -6.64516
H 2.40170 3.21502 -7.49275
H 2.26447 4.56755 -6.32096
H 0.67282 1.77008 -6.02742
H 0.53551 3.12258 -4.85568
H 1.09906 1.52426 -4.31919
C -1.48637 1.27774 4.61214
C -0.77335 2.00939 3.50652
O 0.20273 1.51839 2.94181
C -1.30083 3.36475 3.11866
H -0.99606 0.31377 4.78459
H -1.44141 1.86290 5.53419
H -2.52566 1.09555 4.32720
H -1.24756 4.04294 3.97410
H -2.33184 3.27567 2.76715
H -0.68838 3.77415 2.30819
C -5.70021 -6.79240 3.44118
C -4.98718 -6.06075 2.33556
O -4.01111 -6.55175 1.77085
C -5.51466 -4.70539 1.94770
H -5.20990 -7.75637 3.61364
H -5.65525 -6.20724 4.36324
H -6.73950 -6.97459 3.15624
H -5.46140 -4.02720 2.80314
H -6.54567 -4.79447 1.59619
H -4.90222 -4.29599 1.13724
C 2.99171 -2.20430 3.18517
C 1.53062 -2.26134 3.54306
O 1.15785 -2.67014 4.64152
C 0.54352 -1.79884 2.50507
H 3.58665 -2.56866 4.02937
H 3.18713 -2.84133 2.31879
H 3.28203 -1.17239 2.97215
H 0.62977 -2.41781 1.60841
H 0.72467 -0.74888 2.26168
H -0.47267 -1.89635 2.90181
C 7.12346 1.89563 -1.48812
C 5.66237 1.83859 -1.13023
O 5.28961 1.42980 -0.03176
C 4.67527 2.30109 -2.16821
H 7.71840 1.53128 -0.64392
H 7.31888 1.25860 -2.35450
H 7.41379 2.92754 -1.70114
H 4.76153 1.68212 -3.06487
H 4.85642 3.35105 -2.41161
H 3.65908 2.20358 -1.77148
C -2.57719 5.39978 0.28429
C -2.45940 6.38236 1.41866
O -2.13285 6.01845 2.54721
C -2.75650 7.82716 1.11871
H -2.33381 4.39558 0.64721
H -3.60109 5.39484 -0.09812
H -1.87522 5.66412 -0.51061
H -3.78837 7.93043 0.77354
H -2.06258 8.19976 0.36100
H -2.63104 8.42035 2.03081

---

60
Properties=species:S:1:pos:R:3 method="wB97M-V/def2-TZVPD" charge=+1 orbital_gap_ha=0.2249 homo_ha=-0.42436
C 0.47913 -1.22902 2.78334
C 1.39231 -1.07545 1.57470
Cl 1.46394 -2.33361 0.34298
C 2.17071 -0.00033 1.41202
Cl 3.25026 0.14679 0.01132
C 2.22563 1.13049 2.38831
C 2.97359 1.09508 3.60082
C 2.95526 2.26228 4.42021
N 2.30508 3.39660 4.24439
N 1.64943 3.35689 3.10793
C 1.57603 2.37732 2.20401
Br 0.54156 2.63149 0.57276
H 0.72764 -0.54805 3.61772
H 0.50217 -2.26139 3.18088
H -0.56820 -1.01151 2.48635
H 3.55090 0.21961 3.92005
H 3.56571 2.22834 5.33829
H 1.11780 4.21982 2.90470
C 2.77962 2.16143 -3.45559
O 1.51982 2.72389 -3.09663
H 3.09261 2.59549 -4.40190
H 3.52587 2.39161 -2.69042
H 2.68790 1.07869 -3.56994
H 1.25714 2.33056 -2.25928
C 2.69538 6.80073 1.39131
O 1.72288 6.59605 2.41907
H 3.57343 6.19721 1.61722
H 2.27976 6.49201 0.43038
H 2.98361 7.85197 1.34946
H 0.95535 7.13808 2.20467
C -1.45035 -3.14394 -2.82930
O -1.09810 -3.29583 -1.45245
H -2.43193 -3.58304 -2.98721
H -1.48384 -2.08382 -3.09055
H -0.72034 -3.65937 -3.45811
H -0.22675 -2.90271 -1.32567
C -4.24364 -5.90451 -3.25753
O -3.49001 -5.45506 -4.38196
H -5.14332 -5.29829 -3.18122
H -4.52555 -6.95155 -3.38937
H -3.65742 -5.79347 -2.34093
H -2.70001 -6.00319 -4.43283
C -1.11422 -5.48282 1.06115
O -1.85790 -6.10702 0.02516
H -1.36773 -5.95312 2.00970
H -0.04408 -5.60306 0.87243
H -1.36615 -4.41837 1.10437
H -1.61410 -5.67000 -0.80110
C 0.75290 7.65675 -2.63288
O 0.91087 6.78559 -1.51338
H 0.83314 8.68396 -2.28477
H 1.53506 7.46411 -3.37003
H -0.22791 7.50656 -3.08851
H 0.83656 5.88302 -1.84306
C -4.80264 -4.27625 1.64881
O -3.99796 -3.81495 0.57196
H -5.69754 -3.65918 1.70046
H -5.09310 -5.31656 1.48181
H -4.25423 -4.19285 2.59212
H -3.21204 -4.37413 0.54373

---

117
Properties=species:S:1:pos:R:3 method="wB97M-V/def2-TZVPD" relative_energy_kcal_mol=0.0 orbital_gap_ha=0.2432 homo_ha=-0.23052
Ca -0.71189 0.34994 -0.56969
O 1.22523 4.21574 -0.24964
Cl 0.11050 3.32167 -0.22717
O -1.08946 3.98382 0.14954
O 0.37905 2.22135 0.69285
O -0.05477 2.70563 -1.54306
N -2.25721 -1.67232 -1.27340
C -1.89193 -2.56396 -2.37566
C -0.65332 -3.40020 -2.06931
C 0.66458 -2.64775 -1.93451
N 0.66387 -1.74683 -0.76657
H -2.30773 -2.20250 -0.40607
H -3.17268 -1.27012 -1.43414
H -1.71475 -1.94718 -3.26114
H -2.70332 -3.25877 -2.62263
H -0.53934 -4.12566 -2.87900
H -0.82763 -3.96970 -1.15140
H 0.85270 -2.05694 -2.83564
H 1.47316 -3.38441 -1.85551
H 1.61969 -1.47533 -0.51568
H 0.30965 -2.25686 0.04352
N -0.36489 -3.48928 3.39202
C -1.66464 -3.08661 3.56035
C -2.18823 -3.02539 2.30554
N -1.23800 -3.37280 1.37260
C -0.15185 -3.63626 2.06500
H 0.33732 -3.56844 4.10919
H -2.07128 -2.83495 4.52257
H -3.18094 -2.72232 2.01820
H 0.80422 -3.94522 1.66533
C 5.52530 3.20438 -1.71302
C 4.11189 3.41671 -1.16706
C 3.38133 2.15891 -1.05735
N 2.81425 1.16497 -0.97864
H 6.04000 4.16062 -1.79251
H 5.49699 2.74484 -2.70115
H 6.09977 2.55193 -1.05663
H 3.52170 4.07835 -1.80184
H 4.12783 3.87216 -0.17573
O -0.85034 0.38751 -2.96701
C -0.18145 0.56601 -3.98834
C 1.32237 0.55870 -3.99323
C 1.93321 1.92311 -4.34430
C 1.97658 2.23699 -5.83647
C 0.61363 2.33740 -6.51260
C -0.19341 1.04422 -6.44724
N -0.81189 0.79665 -5.15247
H 1.67970 -0.20504 -4.69390
H 1.63691 0.27566 -2.99258
H 2.95669 1.91909 -3.96547
H 1.39722 2.69987 -3.79279
H 2.56054 1.45894 -6.34280
H 2.51780 3.17403 -5.98580
H 0.75808 2.59300 -7.56511
H 0.02485 3.14199 -6.06358
H 0.43810 0.19551 -6.72760
H -1.00841 1.08182 -7.16826
H -1.81748 0.82432 -5.08290
C 3.63156 -5.06746 3.61166
C 4.14157 -4.96222 2.32662
C 4.11225 -3.74471 1.65640
C 3.55914 -2.61578 2.25634
C 3.05052 -2.73241 3.55219
C 3.09626 -3.94228 4.22731
P 3.28811 -1.04338 1.34938
C 3.68708 0.22325 2.59600
C 2.93113 1.39413 2.54883
C 3.16759 2.41908 3.45608
C 4.15325 2.27522 4.42003
C 4.90384 1.10604 4.48096
C 4.67211 0.08358 3.57437
C 4.71873 -0.99566 0.20593
C 5.89265 -0.28725 0.43883
C 6.89072 -0.23970 -0.52590
C 6.73185 -0.90182 -1.73420
C 5.56320 -1.60966 -1.98042
C 4.56244 -1.64201 -1.02172
H 3.66349 -6.01338 4.13617
H 4.57613 -5.82820 1.84358
H 4.53397 -3.67892 0.66143
H 2.63086 -1.86093 4.04452
H 2.72291 -4.00558 5.24373
H 2.14263 1.50276 1.80936
H 2.56481 3.31716 3.41510
H 4.33169 3.06793 5.13543
H 5.66752 0.99096 5.23971
H 5.25179 -0.83083 3.63148
H 6.02960 0.24196 1.37331
H 7.79855 0.31735 -0.32919
H 7.51233 -0.86172 -2.48314
H 5.42538 -2.12349 -2.92354
H 3.63934 -2.17109 -1.23289
C -5.13010 -0.55314 0.24426
Si -3.90520 0.88329 0.53665
C -3.60687 1.71932 -1.13397
C -4.82400 2.14784 1.59204
N -2.37827 0.35478 1.08408
C -1.88506 0.22337 2.34657
C -0.53309 -0.14498 2.55531
C 0.03527 -0.20692 3.81324
C -0.72003 0.03316 4.95550
C -2.06642 0.33946 4.78823
C -2.63368 0.43058 3.52986
H -6.05698 -0.39068 0.80006
H -4.71915 -1.51056 0.57266
H -5.40875 -0.65646 -0.80904
H -4.55894 1.91644 -1.63452
H -3.01230 1.12819 -1.84008
H -3.09930 2.67760 -0.99298
H -5.62373 2.60473 1.00245
H -4.15408 2.94500 1.92205
H -5.28459 1.70410 2.47652
H 0.10709 -0.39928 1.71152
H 1.09020 -0.44650 3.90227
H -0.27315 -0.00568 5.94044
H -2.68768 0.52419 5.65787
H -3.68288 0.68160 3.44228

---

33
Properties=species:S:1:pos:R:3 method="wB97M-V/def2-TZVPD" relative_energy_kcal_mol=3.0 orbital_gap_ha=0.3359 homo_ha=-0.32063
N 3.20396 -1.21746 -3.36542
C 2.55582 -0.68762 -2.57049
C 1.64713 -0.06620 -1.65236
C 1.04057 -1.05918 -0.64331
C -0.01833 -0.35670 0.29106
C -0.50022 -1.24629 1.47103
C 0.65501 -1.43714 2.47709
C 1.72483 -0.28709 2.53369
C 1.18951 1.07990 2.10919
C 0.41466 1.00285 0.85244
N -0.21517 2.04232 0.40318
C -1.12843 1.56364 -0.51915
C -1.96065 2.26943 -1.36485
C -2.84354 1.61841 -2.22400
C -2.94456 0.23701 -2.15953
C -2.09954 -0.52049 -1.31996
C -1.14471 0.17072 -0.55166
H 0.83683 0.36012 -2.22208
H 2.16515 0.69800 -1.11276
H 1.81951 -1.50935 -0.02807
H 0.53849 -1.87529 -1.18732
H -0.80088 -2.23359 1.17032
H -1.35828 -0.78553 1.98684
H 1.15336 -2.41966 2.28704
H 0.18019 -1.47386 3.45530
H 2.12711 -0.21717 3.53269
H 2.55369 -0.54383 1.86231
H 0.46632 1.41747 2.84993
H 1.99808 1.78916 2.01675
H -1.94094 3.38329 -1.38965
H -3.48262 2.18665 -2.92253
H -3.66069 -0.29549 -2.78474
H -2.17166 -1.58703 -1.28099

---

| no. | strongest force on any atom (eV/A) | total energy (eV) |
| --- | --- | --- |
| 1 | 5.76 | -270027.5123 |
| 2 | 7.84 | -88347.4035 |
| 3 | 4.91 | -62628.0873 |
| 4 | 2.34 | -127457.9782 |
| 5 | 0.45 | -113307.4536 |
| 6 | 1.96 | -18794.5250 |